Record 1
Below is a 8-piece molecular cluster, C24H66F3N7O13 overall, with properties calculated with ωB97M-V/def2-TZVPD.

Structure (XYZ):
```
113
C24H66F3N7O13 | the Open Molecules 2025 dataset | ωB97M-V/def2-TZVPD
C 3.67972 -1.67250 3.71635
C 4.41220 -1.38329 2.35391
C 4.09858 -2.35613 1.19167
O 4.88096 -1.93534 0.08657
C 4.26522 -2.37113 -1.13961
N 4.00004 0.04487 1.99294
H 3.25953 0.02719 1.30634
H 3.71141 0.57962 2.79968
H 4.78477 0.61099 1.70344
H 2.59477 -1.58376 3.66066
H 3.96313 -0.95093 4.48259
H 4.16528 -2.56567 4.10951
H 5.49491 -1.26687 2.40173
H 3.04782 -2.49939 0.93972
H 4.44832 -3.36393 1.41551
H 4.19801 -3.45289 -1.25524
H 4.79006 -1.91832 -1.98080
H 3.25340 -1.98239 -1.25450
C -0.58892 4.94344 4.47022
C -1.27382 3.54243 4.41556
C -2.76537 3.36806 3.93923
O -3.15712 1.99069 3.89950
C -4.51659 1.79739 3.65915
N -0.37438 2.60338 3.64938
H 0.56248 2.41249 3.97489
H -0.83985 1.71823 3.50820
H -0.14162 2.94139 2.72651
H -0.54215 5.49397 3.53064
H 0.44226 4.97375 4.82214
H -1.07525 5.67944 5.11045
H -1.32527 3.12423 5.42083
H -3.00142 3.81412 2.97309
H -3.48144 3.86481 4.59388
H -4.72552 0.73368 3.54537
H -4.86461 2.33452 2.77683
H -5.01762 2.15571 4.55842
C 3.27797 0.74955 -3.24226
C 3.04189 2.24823 -3.20480
C 1.77947 2.76675 -3.91256
O 1.72234 4.18908 -3.75645
C 0.60808 4.87453 -4.32319
N 2.95807 2.63975 -1.75066
H 2.58573 3.57851 -1.76477
H 2.37638 1.94220 -1.30890
H 3.87403 2.61183 -1.32601
H 3.28479 0.48375 -4.29933
H 2.44755 0.21778 -2.77779
H 4.15429 0.35960 -2.72447
H 3.95869 2.73225 -3.54138
H 0.84346 2.23783 -3.73299
H 1.88972 2.48314 -4.95922
H 0.44040 5.77258 -3.72865
H -0.24269 4.19402 -4.28875
H 0.88449 5.09144 -5.35501
C 2.35002 -6.16665 -2.59969
C 0.85458 -5.85521 -2.64352
C 0.52517 -4.63884 -1.69320
O 1.14926 -3.48255 -2.17548
C 0.61080 -2.27964 -1.54546
N 0.47894 -5.53636 -4.08440
H 0.67413 -6.44292 -4.48459
H -0.50345 -5.33021 -4.19627
H 1.07874 -4.86095 -4.53625
H 2.85636 -5.28999 -3.00365
H 2.72574 -7.03453 -3.14167
H 2.59323 -6.31643 -1.54778
H 0.23967 -6.73633 -2.46014
H 0.92980 -4.85327 -0.70407
H -0.55474 -4.49487 -1.72746
H -0.44180 -2.16040 -1.80219
H 0.97063 -1.42412 -2.11705
H 0.70833 -2.25167 -0.46019
C -4.13151 3.48834 0.08623
C -3.52094 2.06992 -0.25495
C -4.36237 1.09793 -1.05207
O -3.57464 -0.06407 -1.30415
C -4.26187 -1.09054 -2.00568
N -2.36755 2.39950 -1.14144
H -1.68533 2.98603 -0.68247
H -1.87191 1.55270 -1.38098
H -2.72120 2.90094 -1.94368
H -4.77190 3.39306 0.96311
H -4.67673 3.89916 -0.76352
H -3.39930 4.26503 0.30697
H -3.16401 1.54517 0.63123
H -4.76708 1.45954 -1.99735
H -5.21014 0.82535 -0.42353
H -5.10250 -1.58034 -1.51421
H -3.51011 -1.84843 -2.22607
H -4.42952 -0.70203 -3.01020
N 0.22695 4.45489 0.05462
O 1.45589 4.65519 0.10139
O -0.34928 4.81892 -0.95914
O -0.43556 3.96976 0.96559
N 0.48282 0.76289 -0.16174
O 0.19475 1.08501 -1.30464
O 1.61926 0.40884 0.06989
O -0.27455 1.00244 0.74865
C -1.92398 -1.63952 2.56959
O -2.22360 -2.97574 2.11112
O -2.89300 -1.41241 3.56457
C -0.39318 -1.61008 2.96935
F 0.44047 -1.57697 1.85514
F -0.02456 -0.59524 3.70901
F -0.03127 -2.79284 3.54794
C -2.48131 -3.11050 0.71090
C -3.07437 -4.53531 0.49924
H -3.10260 -4.78820 -0.56064
H -2.40980 -5.25150 0.98249
H -4.09795 -4.65842 0.85311
H -1.54450 -2.98851 0.16720
H -3.14000 -2.34333 0.30385
H -1.98418 -0.94653 1.73040
```

The largest force on an atom is 0.093 Eh/bohr. The frontier orbital gap comes out at 4.70 eV. The value obtained for the energy is -71132.64075 eV. As for the charge: +2. The value obtained for the LUMO energy is -4.90 eV.

=====

Record 2
Below is a 11-piece molecular cluster, C24H66F3O12S10 overall, with properties calculated with ωB97M-V/def2-TZVPD.

Structure (XYZ):
```
115
C24H66F3O12S10 | the Open Molecules 2025 dataset | ωB97M-V/def2-TZVPD
C -0.83147 1.13734 1.91318
O -0.51195 1.34607 0.48072
O -1.62622 2.04633 2.31626
C -1.45709 -0.26165 2.03290
F -2.75078 -0.27978 1.70740
F -0.85900 -1.21411 1.25356
F -1.35261 -0.75307 3.29116
C 0.64603 0.82569 -0.06832
C 0.56680 0.70680 -1.56922
H 1.42829 0.23885 -2.04842
H -0.29313 0.08398 -1.83545
H 0.42037 1.70012 -2.00831
H 0.93195 -0.13195 0.38511
H 1.54014 1.43829 0.17446
H 0.12278 1.15629 2.50895
C 1.22835 -1.88434 -5.13819
S 1.07711 -3.26719 -3.99664
O 0.83455 -2.66479 -2.65744
C 2.83463 -3.57983 -3.98237
H 1.79981 -2.22491 -5.99945
H 1.60604 -1.03213 -4.57842
H 0.24664 -1.59883 -5.52539
H 3.17454 -4.30411 -4.72685
H 3.03050 -4.11532 -3.04650
H 3.45476 -2.68394 -3.95464
C 0.69226 -2.28318 5.61521
S 2.04892 -3.09665 6.46136
O 1.47096 -3.90567 7.55213
C 2.51278 -4.20933 5.14250
H 0.48012 -1.43201 6.26888
H -0.22418 -2.85042 5.47551
H 0.91137 -1.87013 4.62936
H 1.72158 -4.88406 4.83408
H 3.35888 -4.82007 5.47387
H 2.92188 -3.61224 4.32510
C -1.80005 2.51299 5.67370
S -2.83846 1.04379 5.77986
O -3.55385 1.07006 7.09724
C -4.00809 1.56046 4.51958
H -1.84853 2.82831 4.62654
H -0.77898 2.26453 5.94954
H -2.20778 3.29709 6.31076
H -3.50673 1.35814 3.56509
H -4.20295 2.62868 4.57048
H -4.88109 0.92074 4.61258
C 2.92477 -0.13916 3.40873
S 4.21507 1.02748 2.96925
O 4.69329 0.67849 1.61078
C 3.08663 2.40295 2.84017
H 2.10638 -0.07786 2.68943
H 2.63058 0.09229 4.43203
H 3.27206 -1.17124 3.35906
H 3.62045 3.34254 2.69150
H 2.55311 2.51329 3.78710
H 2.35598 2.30596 2.03723
C 4.77709 -0.05127 -1.40896
S 5.71063 -0.22823 -2.92267
O 4.87244 -0.93484 -3.92080
C 5.74996 1.51257 -3.31846
H 4.34204 -0.98475 -1.06749
H 3.95462 0.66272 -1.55793
H 5.35223 0.46391 -0.63612
H 4.76181 1.95423 -3.41614
H 6.31267 1.61164 -4.24566
H 6.26647 2.03699 -2.51574
C -1.43359 -5.04311 1.39556
S -1.30256 -5.20543 3.18241
O -0.04051 -4.48016 3.49124
C -2.61630 -4.06704 3.57496
H -0.53797 -5.42972 0.92295
H -1.63235 -4.00876 1.11941
H -2.29866 -5.65543 1.11128
H -3.52226 -4.32445 3.01456
H -2.31566 -3.06057 3.28092
H -2.89438 -4.12351 4.62505
C 2.76967 4.09697 -0.30060
S 3.62821 4.68616 -1.75656
O 4.93546 3.97397 -1.70515
C 2.57932 3.83946 -2.94475
H 1.71443 3.92025 -0.51420
H 2.87063 4.84647 0.48229
H 3.15516 3.14305 0.05853
H 2.66853 2.75422 -2.98757
H 2.79720 4.22211 -3.94415
H 1.55498 4.13537 -2.71007
C -0.55261 1.58737 -5.04162
S -1.35798 2.80461 -6.07663
O -0.98612 2.47157 -7.46502
C -3.00773 2.12486 -5.79769
H 0.52346 1.71819 -4.93358
H -0.78800 0.59728 -5.43267
H -0.92137 1.63623 -4.01239
H -3.12547 1.99399 -4.72327
H -3.08445 1.24376 -6.43095
H -3.78911 2.83220 -6.08004
C -3.26152 2.23006 -1.54448
S -4.88153 2.50560 -0.82186
O -4.96502 3.88143 -0.28146
C -5.77862 2.50532 -2.38431
H -3.47269 1.62656 -2.42240
H -2.50934 1.85215 -0.85653
H -2.94703 3.19414 -1.96963
H -5.14521 2.80819 -3.22719
H -6.56705 3.25365 -2.36308
H -6.11746 1.49399 -2.60446
C -2.22999 -2.76725 -2.04713
S -2.88964 -1.27060 -1.31554
O -3.61427 -0.62089 -2.45628
C -4.15492 -2.09461 -0.34181
H -3.02493 -3.46558 -2.32057
H -1.66014 -3.31759 -1.29260
H -1.60322 -2.50669 -2.88825
H -4.87331 -1.38870 0.07038
H -3.66965 -2.63888 0.46822
H -4.71184 -2.73283 -1.03010
```

The largest force on an atom is 0.038 Eh/bohr. The frontier orbital gap comes out at 7.09 eV. The value obtained for the energy is -167026.57190 eV. As for the charge: -1. The value obtained for the LUMO energy is 1.75 eV.

=====

Relative energy (zero: lowest compared OMol25 entry of this formula, charge and spin): 82.8 0.0 (kcal per mole)